{"formula": "C33H87O32S10V", "method": "ωB97M-V with the def2-TZVPD basis set", "e_tot_ev": -235180.9294, "charge": 1, "multiplicity": 2, "homo_lumo_gap_ev": [7.28, 7.40], "species": ["O", "V", "C", "C", "C", "O", "H", "H", "H", "H", "H", "H", "H", "O", "S", "O", "O", "C", "C", "C", "H", "H", "H", "H", "H", "H", "H", "H", "O", "S", "O", "O", "C", "C", "C", "H", "H", "H", "H", "H", "H", "H", "H", "O", "S", "O", "O", "C", "C", "C", "H", "H", "H", "H", "H", "H", "H", "H", "O", "S", "O", "O", "C", "C", "C", "H", "H", "H", "H", "H", "H", "H", "H", "O", "S", "O", "O", "C", "C", "C", "H", "H", "H", "H", "H", "H", "H", "H", "O", "S", "O", "O", "C", "C", "C", "H", "H", "H", "H", "H", "H", "H", "H", "O", "S", "O", "O", "C", "C", "C", "H", "H", "H", "H", "H", "H", "H", "H", "O", "S", "O", "O", "C", "C", "C", "H", "H", "H", "H", "H", "H", "H", "H", "O", "S", "O", "O", "C", "C", "C", "H", "H", "H", "H", "H", "H", "H", "H", "O", "S", "O", "O", "C", "C", "C", "H", "H", "H", "H", "H", "H", "H", "H"], "coordinates": [[19.426, 3.967, 19.739], [19.551, 4.480, 18.323], [19.179, 0.520, 17.126], [18.650, 1.897, 16.724], [17.173, 2.025, 17.070], [19.499, 2.910, 17.144], [18.503, -0.232, 16.729], [19.347, 0.445, 18.205], [20.187, 0.383, 16.722], [18.638, 1.824, 15.622], [17.044, 1.980, 18.155], [16.607, 1.213, 16.619], [16.830, 2.988, 16.699], [23.467, -2.521, 17.011], [22.710, -3.286, 16.063], [23.361, -3.936, 14.984], [21.947, -4.434, 16.861], [21.680, -4.307, 18.273], [21.014, -5.625, 18.627], [21.303, -2.390, 15.419], [21.002, -3.468, 18.439], [22.602, -4.193, 18.832], [21.626, -6.434, 18.230], [20.036, -5.745, 18.160], [20.890, -5.714, 19.705], [21.709, -1.546, 14.865], [20.692, -2.117, 16.272], [20.833, -3.081, 14.723], [12.415, -0.575, 18.978], [12.745, 0.535, 19.824], [11.797, 1.545, 20.107], [13.220, -0.008, 21.244], [14.094, -1.173, 21.233], [13.380, -2.500, 21.267], [14.238, 1.266, 19.186], [14.665, -0.995, 22.146], [14.843, -1.184, 20.438], [13.064, -2.823, 20.274], [12.520, -2.546, 21.930], [14.123, -3.245, 21.563], [14.490, 2.094, 19.841], [14.128, 1.600, 18.161], [14.978, 0.474, 19.196], [15.090, 3.905, 18.139], [15.990, 4.994, 18.203], [17.410, 4.833, 18.449], [15.890, 5.811, 16.843], [14.549, 6.168, 16.400], [14.373, 7.674, 16.427], [15.376, 6.196, 19.341], [13.783, 5.708, 17.025], [14.452, 5.804, 15.382], [15.148, 8.113, 15.795], [14.411, 8.105, 17.423], [13.445, 7.932, 15.916], [14.384, 6.523, 19.037], [16.038, 7.041, 19.492], [15.197, 5.667, 20.281], [15.911, 2.079, 23.170], [16.662, 2.633, 22.103], [16.096, 3.679, 21.303], [18.037, 3.213, 22.618], [18.801, 2.460, 23.598], [18.674, 3.060, 24.977], [17.318, 1.319, 21.089], [19.823, 2.366, 23.243], [18.375, 1.454, 23.597], [19.504, 3.740, 25.186], [18.788, 2.270, 25.722], [17.751, 3.593, 25.184], [17.984, 0.717, 21.700], [17.781, 1.761, 20.213], [16.522, 0.629, 20.830], [15.755, -3.104, 16.088], [14.907, -2.027, 16.473], [15.385, -1.094, 17.453], [14.605, -1.208, 15.138], [13.869, 0.041, 15.295], [14.210, 0.797, 14.026], [13.310, -2.692, 16.887], [14.208, 0.629, 16.147], [12.823, -0.235, 15.422], [13.626, 0.509, 13.155], [15.277, 0.706, 13.836], [13.943, 1.845, 14.184], [13.396, -3.203, 17.845], [12.902, -3.285, 16.079], [12.700, -1.824, 17.145], [20.730, 0.000, 20.252], [21.760, 0.985, 20.355], [21.463, 2.243, 20.955], [23.047, 0.429, 21.095], [23.402, -0.939, 20.848], [24.489, -1.403, 21.789], [22.443, 1.290, 18.719], [23.705, -1.055, 19.810], [22.557, -1.614, 21.003], [24.918, -2.340, 21.446], [24.185, -1.424, 22.834], [25.299, -0.663, 21.778], [21.569, 1.537, 18.121], [22.927, 0.357, 18.426], [23.235, 2.030, 18.787], [17.083, -2.201, 21.034], [17.351, -3.356, 20.240], [18.139, -4.400, 20.812], [15.978, -3.985, 19.658], [16.091, -5.321, 19.147], [14.996, -6.182, 19.754], [18.111, -2.894, 18.696], [17.078, -5.739, 19.331], [15.964, -5.364, 18.061], [14.935, -6.003, 20.826], [15.139, -7.237, 19.525], [14.033, -5.903, 19.321], [18.964, -2.318, 19.063], [17.387, -2.432, 18.042], [18.532, -3.789, 18.240], [19.344, -4.494, 11.045], [18.828, -3.190, 11.216], [17.422, -2.987, 11.237], [19.507, -2.649, 12.577], [18.983, -1.441, 13.160], [17.659, -1.652, 13.884], [19.581, -2.097, 10.051], [18.873, -0.686, 12.383], [19.717, -1.076, 13.875], [17.350, -0.733, 14.386], [17.811, -2.360, 14.703], [16.898, -2.040, 13.219], [20.639, -2.346, 9.999], [19.440, -1.095, 10.450], [19.154, -2.215, 9.060], [19.548, 3.873, 13.461], [19.887, 2.668, 12.773], [18.943, 1.596, 12.705], [20.507, 3.094, 11.366], [20.180, 2.288, 10.201], [21.333, 1.370, 9.852], [21.417, 2.114, 13.515], [19.952, 3.002, 9.412], [19.254, 1.717, 10.302], [21.670, 0.759, 10.687], [22.155, 1.933, 9.413], [20.982, 0.692, 9.070], [21.192, 1.751, 14.518], [22.049, 2.993, 13.580], [21.832, 1.339, 12.879], [14.568, 5.630, 13.369], [15.152, 4.489, 12.752], [14.351, 3.457, 12.190], [16.073, 5.060, 11.589], [16.707, 4.138, 10.681], [17.572, 4.981, 9.776], [16.371, 3.816, 13.860], [15.944, 3.613, 10.107], [17.312, 3.420, 11.241], [18.320, 5.569, 10.309], [16.989, 5.672, 9.173], [18.153, 4.304, 9.146], [17.153, 4.545, 14.038], [16.753, 2.892, 13.431], [15.849, 3.565, 14.783]], "atomic_forces_ev_per_a": [[0.8, 0.1, 0.7], [-2.7, -3.8, -2.1], [0.8, 0.6, 0.5], [-0.7, -2.0, -1.1], [0.7, 0.6, 0.6], [0.7, 3.7, 2.0], [0.0, -0.3, 0.2], [-0.6, -0.2, 0.0], [-0.1, -0.1, -0.4], [0.4, 0.7, -0.1], [-0.2, 0.1, -0.1], [0.0, 0.0, -0.1], [-0.2, -0.2, 0.0], [-0.2, 0.5, 0.0], [-0.4, -0.7, 0.4], [0.1, 0.1, -0.3], [0.3, 0.3, -0.4], [-0.6, -0.7, -0.1], [-0.1, 0.0, 0.0], [1.0, -0.4, 0.1], [0.2, 0.2, 0.1], [0.1, 0.2, -0.1], [0.1, -0.1, 0.3], [0.0, 0.2, 0.0], [0.0, -0.1, 0.0], [-0.1, 0.2, 0.1], [-0.2, 0.2, -0.1], [-0.2, 0.0, 0.1], [-0.1, -0.1, -0.1], [0.8, -0.2, 0.1], [-0.5, 0.5, 0.1], [0.0, 0.0, -1.2], [0.4, 0.0, 1.0], [0.2, -0.5, -0.4], [-0.2, -0.3, 0.5], [-0.1, -0.3, 0.0], [-0.3, 0.4, -0.3], [-0.2, 0.3, 0.0], [0.1, 0.2, 0.2], [-0.1, 0.0, 0.2], [0.1, 0.0, 0.0], [-0.4, 0.0, 0.0], [0.2, 0.0, 0.0], [0.4, -0.5, 0.3], [-1.7, 2.5, -0.6], [1.3, 0.0, -0.5], [1.0, -0.7, 0.7], [-1.0, 0.6, -0.1], [0.5, -0.1, -0.8], [-0.4, -0.6, 1.0], [0.2, -0.3, 0.0], [0.1, -0.1, 0.2], [0.1, 0.1, 0.2], [-0.1, 0.1, 0.0], [-0.2, -0.1, 0.3], [0.1, 0.0, -0.4], [0.2, -0.1, -0.2], [0.4, 0.0, 0.0], [-0.3, -0.2, 0.5], [1.0, -0.4, -0.5], [0.1, 0.0, -0.3], [0.2, 0.8, -0.1], [-1.0, -0.7, 0.1], [1.0, 0.1, 0.6], [-0.7, -0.1, 0.3], [0.0, 0.3, -0.1], [0.1, 0.0, 0.2], [-0.1, 0.2, -0.2], [-0.2, 0.0, -0.1], [-0.2, -0.2, -0.3], [0.3, 0.2, -0.1], [0.2, -0.1, 0.1], [-0.3, 0.1, -0.2], [0.4, -0.2, -0.1], [-0.6, -0.4, -0.7], [-0.1, 0.0, 0.4], [0.1, -0.4, 1.0], [0.3, -0.1, -0.9], [-0.9, 0.7, 0.3], [0.2, 1.2, 0.8], [0.1, -0.4, 0.2], [-0.1, 0.3, -0.1], [0.2, -0.4, 0.0], [0.0, 0.1, -0.1], [0.2, 0.0, -0.1], [0.2, -0.4, -0.2], [0.2, -0.1, -0.1], [-0.2, -0.1, -0.3], [0.0, -0.3, 0.0], [1.0, 0.4, -0.8], [0.0, 0.3, 0.3], [-0.6, 0.1, 0.3], [-0.1, -1.5, 0.1], [0.8, 1.4, 0.0], [-0.1, -0.8, 0.9], [0.2, 0.1, -0.1], [-0.4, 0.4, -0.1], [-0.2, -0.2, 0.1], [-0.3, -0.4, -0.1], [0.1, -0.2, -0.2], [0.3, 0.2, -0.3], [-0.3, 0.0, -0.4], [-0.3, 0.4, 0.0], [-0.7, 0.1, -0.3], [0.2, -0.7, -1.2], [0.1, -0.1, 0.2], [0.6, 0.8, 0.7], [-0.3, -1.5, -0.6], [-0.3, 0.5, 0.0], [0.6, -0.4, 1.0], [0.0, 0.1, 0.4], [0.0, 0.7, 0.0], [0.1, -0.3, 0.1], [0.2, 0.0, 0.1], [0.0, 0.0, 0.1], [-0.2, 0.6, -0.5], [0.1, 0.5, 0.0], [-0.3, -0.2, 0.0], [0.4, -0.6, 0.0], [0.6, 0.0, 0.2], [-0.4, 0.5, 0.0], [-0.2, -0.3, -0.2], [-0.9, 0.4, 0.0], [0.7, -0.3, 0.5], [0.3, 0.1, 0.1], [0.0, 0.0, 0.0], [0.3, -0.1, -0.2], [-0.1, 0.2, -0.3], [-0.1, -0.2, -0.2], [-0.2, 0.2, 0.1], [0.0, 0.0, 0.1], [0.0, 0.1, -0.3], [-0.3, 0.0, 0.1], [-0.5, 0.2, -0.2], [2.1, 0.5, 0.9], [-0.2, 0.1, -0.6], [-1.4, -0.5, 0.1], [0.0, -0.2, -0.6], [-0.3, 0.1, -0.7], [-0.7, -0.1, 0.0], [0.4, 0.1, 0.0], [0.1, 0.1, 0.7], [0.0, 0.1, 0.1], [0.2, 0.0, 0.3], [0.1, 0.0, 0.0], [0.0, -0.1, 0.0], [0.1, 0.0, -0.1], [0.2, -0.1, 0.1], [-0.2, 0.3, 0.0], [1.2, 0.0, -0.7], [-0.3, -0.4, 0.2], [-0.2, 0.2, 0.5], [0.1, 0.3, -0.2], [0.6, -0.1, -0.1], [-0.6, -0.3, 0.0], [0.0, -0.1, 0.1], [-0.1, 0.0, 0.0], [-0.2, -0.1, 0.3], [-0.1, -0.1, -0.1], [-0.2, 0.1, -0.3], [0.0, 0.0, -0.1], [0.2, 0.1, 0.0], [-0.1, 0.1, 0.0]], "lowdin_charge": [-0.184, 1.247, -0.034, -0.515, -0.030, -0.254, 0.079, 0.069, 0.066, 0.124, 0.076, 0.083, 0.041, -0.291, 0.572, -0.246, -0.261, -0.247, -0.056, -0.115, 0.097, 0.117, 0.088, 0.072, 0.086, 0.069, 0.057, 0.071, -0.284, 0.585, -0.246, -0.228, -0.261, -0.055, -0.130, 0.127, 0.083, 0.062, 0.091, 0.074, 0.055, 0.054, 0.028, -0.226, 0.631, -0.350, -0.242, -0.241, -0.048, -0.082, 0.121, 0.081, 0.090, 0.069, 0.097, 0.077, 0.093, 0.071, -0.236, 0.563, -0.285, -0.267, -0.237, -0.055, -0.086, 0.116, 0.103, 0.078, 0.086, 0.086, 0.070, 0.052, 0.048, -0.270, 0.567, -0.292, -0.259, -0.223, -0.052, -0.090, 0.091, 0.128, 0.092, 0.074, 0.067, 0.068, 0.087, 0.041, -0.278, 0.562, -0.280, -0.231, -0.271, -0.054, -0.087, 0.108, 0.118, 0.087, 0.086, 0.085, 0.032, 0.060, 0.080, -0.259, 0.589, -0.274, -0.265, -0.277, -0.052, -0.098, 0.106, 0.121, 0.084, 0.085, 0.076, 0.062, 0.034, 0.064, -0.243, 0.574, -0.255, -0.255, -0.267, -0.057, -0.116, 0.077, 0.087, 0.067, 0.075, 0.071, 0.080, 0.041, 0.083, -0.276, 0.559, -0.281, -0.239, -0.247, -0.053, -0.090, 0.112, 0.109, 0.071, 0.088, 0.085, 0.060, 0.078, 0.061, -0.269, 0.581, -0.254, -0.244, -0.245, -0.054, -0.118, 0.127, 0.096, 0.089, 0.089, 0.067, 0.071, 0.051, 0.055]}